Entry 1:
Below is a 10-piece molecular cluster, C6H34N2O9 overall, with properties calculated with the ωB97M-V functional and the def2-TZVPD basis.

The geometry in ORCA input format:
```
! wB97M-V def2-TZVPD RIJCOSX def2/J DEFGRID3
* xyz 0 1
H 3.90215 -1.84773 0.74324
H -0.08579 0.37658 -3.39276
H -1.34747 -0.27625 -4.46281
H -1.39584 -0.51106 0.99224
H -4.49478 -1.25064 -0.58381
H -2.95092 -1.98187 -0.22565
H -1.38384 5.24308 1.33429
C -2.89469 0.20270 -0.70891
H 4.33064 1.31353 -2.43986
H 0.92414 -1.10769 -1.60728
H -0.76193 4.17838 -1.79800
C -3.55819 -1.03680 -0.03877
O 3.67290 0.68285 -2.36390
H 0.81152 0.85920 0.47663
H 4.24028 -1.39560 3.31125
H 1.38014 -3.32325 3.17382
H 1.77237 0.07175 4.23923
H -3.79369 -0.81359 0.99148
H 2.15477 2.70853 -0.56720
O 0.96165 0.61511 4.39225
C -0.83367 -0.66697 0.11482
O 2.06554 3.72060 -0.55284
H 2.98519 -0.58770 0.54826
O -3.23434 -4.11502 0.18968
C -1.49839 -0.97854 -2.32230
H 1.55038 3.75043 0.22144
H -2.87352 0.92924 0.15158
H 3.99139 0.07107 2.70980
H -3.44625 0.63509 -1.60835
H 1.06914 -0.72822 1.17108
H -1.47066 3.82942 0.28021
H 2.05228 0.02134 -1.27444
H -0.91064 -1.75571 -2.25031
H 0.93307 1.42647 4.07462
O -0.97422 3.43863 -1.13158
C -1.15990 0.04295 -3.39161
O 3.70011 -0.94810 0.97599
H -2.50815 -4.53333 0.67333
H -1.65418 0.91074 -3.13052
H -0.72370 -1.76164 -0.08294
H -2.75765 -3.86354 -0.55744
O -1.97672 4.67077 0.66609
O 3.64992 -0.67452 3.44699
H 0.24638 -2.83738 4.15108
O 0.56805 -2.91173 3.25177
N 1.42440 -0.65044 -0.83574
H -0.47341 2.64192 -1.31634
N -1.50891 -0.06426 -1.07706
H -2.41610 -1.43629 -2.68246
C 0.62012 -0.19993 0.22167
H 4.08103 -0.08255 -2.09999
*
```

Output
largest force on an atom: 7.433 eV/Å
SMILES string: CCN(CC)CCN.O.O.O.O.O.O.O.O.O
ΔE to the lowest compared entry with this formula, charge and spin: 690.2 kJ/mol


Entry 2:
Below is a 12-piece molecular cluster, C6H34NO12 overall, with properties calculated with the ωB97M-V functional and the def2-TZVPD basis.

The geometry in ORCA input format:
```
! wB97M-V def2-TZVPD RIJCOSX def2/J DEFGRID3
* xyz 1 1
C 0.24944 2.33712 2.64642
O 3.87914 -0.20469 2.18860
O -2.28749 -0.69167 0.50768
H -0.22442 -0.77931 0.83259
O 3.20992 -0.89249 -0.25311
O -1.51761 -3.48986 -0.88684
H -1.01581 0.00214 -2.53078
H -0.54378 2.59806 3.32840
H 0.38950 -0.64762 -0.81526
H 2.24867 -3.92050 -0.57593
N 0.60446 -0.73254 0.24407
O -3.81848 0.27167 -1.50948
H 0.52676 -0.11030 -2.81564
C -1.48182 2.53440 0.87011
H 1.65335 0.36344 1.67529
C 0.84560 1.77818 0.21425
H -1.59596 3.62344 0.85857
O 2.61299 0.80124 -2.87982
H 4.48990 -0.81174 1.76727
H -2.57893 -0.60361 1.43796
H 0.34242 -3.27857 2.52014
H -2.31677 2.11661 1.45866
H 3.51620 0.53251 -2.66905
H -2.74380 1.09541 -2.58166
H -2.61967 -1.58219 0.31305
H 1.14883 -1.57466 0.46242
H -2.02142 -3.84066 -1.61694
H -1.64724 2.21453 -0.15652
O -2.06301 -2.16874 2.82862
H 1.68429 2.49783 0.02062
O -0.18194 -0.45813 -2.25411
C 2.86579 0.21235 0.09075
H -0.98078 2.79858 -2.99331
H -3.68566 0.03138 -0.56448
O 0.73596 -2.52898 2.96853
H -1.23958 -2.10462 3.33679
H -0.89113 -2.79511 -1.12355
H 2.54540 1.64032 -3.33197
H 1.15862 -2.88182 3.75240
H 4.38635 0.35799 2.78071
H 0.38266 1.93404 -0.76008
H -2.58120 -2.98170 2.80442
H 1.29397 2.17564 2.93469
H 0.77585 -3.98391 -0.18811
H 3.45849 1.13912 0.06265
H -4.69543 0.67138 -1.46027
H -0.37157 4.26063 -3.09436
O -1.99805 1.30754 -3.19974
C -0.08094 2.21961 1.34866
O 1.59550 -3.50496 -0.00129
H -2.32514 1.09512 -4.08190
O -0.54743 3.51382 -2.50503
C 1.45505 0.44425 0.59489
*
```

Output
largest force on an atom: 1.889 eV/Å
ΔE to the lowest compared entry with this formula, charge and spin: 40.6 kJ/mol


Entry 3:
Below is a 12-piece molecular cluster, C6H34O12 overall, with properties calculated with the ωB97M-V functional and the def2-TZVPD basis.

The geometry in ORCA input format:
```
! wB97M-V def2-TZVPD RIJCOSX def2/J DEFGRID3
* xyz 0 1
H 3.09694 -2.12360 -0.38157
H 2.58188 2.03706 -1.98878
H -1.12214 2.89485 -1.28398
H -0.05801 3.42862 0.75348
O 2.05231 2.20712 -2.79867
O 1.78188 -0.36770 -3.44925
H 0.01108 -2.57484 -0.91125
H -3.08232 0.41665 2.73907
H -2.31035 0.88386 -1.88227
H 1.30870 -0.20031 3.42070
H -1.58026 2.63933 1.25209
H -2.54890 -2.90798 1.55628
O -2.26873 -2.11960 1.07649
O -3.04125 -2.37028 -1.53801
H -1.34484 -2.35112 0.77853
O -0.22906 -1.95449 -2.52370
H 0.13363 0.46494 1.20249
H 4.11135 1.84300 -0.12273
C -2.07745 1.05350 -0.81366
H -2.92193 -2.23270 -0.57524
H 1.07552 -2.82519 0.20754
O -1.73584 0.53564 3.96737
H -1.88717 0.08558 -0.35164
O 3.36447 1.43522 -0.57626
O -3.54233 0.18606 1.90926
O 0.10344 -2.86029 0.02608
O -3.19969 1.69103 -0.26753
O 2.76868 -2.75978 0.29801
C -0.88095 2.02135 -0.67533
H 1.80621 0.61482 -3.26173
H 1.26016 2.67441 -2.50014
H 0.01471 1.54208 -1.10077
H 3.72683 -0.15742 -1.21016
H 2.63236 0.81414 3.32727
H -2.19247 -2.07837 -1.89728
H -3.10589 -0.63857 1.57957
H -0.31087 -2.65796 -3.17905
H 1.96459 -0.41634 -4.39392
H 2.97546 -0.95114 -2.33507
H 1.42022 1.05815 4.61026
C -0.60940 2.46484 0.76429
C 1.57799 0.86084 3.55350
C 0.80660 1.82244 2.70654
H 0.75682 2.81781 3.10356
H -1.10866 -0.07988 3.56663
H 3.14252 -3.60932 0.04522
H -3.43253 1.25277 0.59220
H 0.47489 -1.33469 -2.81975
C 0.16101 1.48270 1.58868
H -1.28315 1.37446 3.82228
H 2.74513 1.17358 0.13363
O 3.62567 -1.04072 -1.60800
*
```

Output
largest force on an atom: 1.312 eV/Å
SMILES string: C/C=C/CCCO.O.O.O.O.O.O.O.O.O.O.O
ΔE to the lowest compared entry with this formula, charge and spin: 71.4 kJ/mol


Entry 4:
Below is a 10-piece molecular cluster, C6H35N2O10 overall, with properties calculated with the ωB97M-V functional and the def2-TZVPD basis.

The geometry in ORCA input format:
```
! wB97M-V def2-TZVPD RIJCOSX def2/J DEFGRID3
* xyz 1 1
O -1.19960 0.88005 -0.83331
H -0.79631 -0.40667 -2.87641
H 2.50875 -0.92582 0.85394
O -1.96598 3.14590 1.87926
H 1.45453 2.56750 -2.05576
H -2.77110 -1.48656 -1.79007
H -1.06128 -4.07799 -0.38600
H 1.56884 -1.06264 -3.06838
H 0.57380 -0.63252 1.92125
H -0.53405 0.03606 4.25141
H 1.45103 -3.23507 -0.67609
H -0.11474 -1.61018 0.78350
H 1.25461 1.87778 -0.52349
O 4.42987 -0.35230 -2.25205
H 0.55567 3.09469 3.65037
C -0.38936 1.41740 -1.92640
O -1.15328 -3.12170 -0.36437
H 5.36583 -0.43811 -2.20651
O -2.05452 -1.07640 0.75193
H -2.54522 2.54501 2.33582
H -2.67267 1.88596 0.30226
H -0.87672 0.03743 -0.53754
N 0.80299 -1.27437 -1.16846
H 2.67065 -2.35689 1.42114
H 2.61541 1.91329 1.00265
C 1.93637 -1.84073 0.83587
H -1.12572 2.06139 -2.36145
C 0.69696 2.31004 -1.32169
H 0.34490 -2.30224 2.12775
C 0.05232 0.28563 -2.82933
O 2.36465 1.28431 1.67430
O -3.19242 -2.32261 -2.02219
H 0.24244 0.68424 -3.82726
O -2.84517 1.56101 1.18499
O -0.10038 0.10478 3.40518
O 0.31853 2.61649 2.87294
N 0.64143 -1.57249 1.46739
H 0.08533 1.04485 3.15311
H -0.00441 -1.80340 -1.46636
H -0.51379 2.96353 2.51002
C 1.75434 -2.18715 -0.61894
H 4.23386 0.49891 -2.64035
H 2.03362 0.27080 -1.95033
H -3.50438 -2.13632 -2.89659
H -2.10554 -0.67369 1.60948
H 2.69110 -2.23455 -1.13466
H -1.90637 -3.04745 -0.99430
H -2.26581 3.16266 0.96127
C 1.24803 -0.42154 -2.25751
H 0.18596 3.24448 -1.14609
H 1.96308 1.69227 2.44943
H -2.17144 -2.05193 0.77108
H -2.50837 0.65842 1.12101
*
```

Output
largest force on an atom: 7.644 eV/Å
ΔE to the lowest compared entry with this formula, charge and spin: 300.9 kJ/mol


Entry 5:
Below is a 11-piece molecular cluster, C6H36N2O10 overall, with properties calculated with the ωB97M-V functional and the def2-TZVPD basis.

The geometry in ORCA input format:
```
! wB97M-V def2-TZVPD RIJCOSX def2/J DEFGRID3
* xyz 0 1
H 0.53707 2.13722 -2.22484
O -2.54668 -3.31896 -0.50555
H -0.54871 1.40298 -3.09961
H -1.12462 -1.55582 2.30385
H -1.23655 0.41569 -0.13965
H 0.74962 1.20135 3.65533
H -1.85467 1.38507 4.23839
H -2.64498 -1.49747 1.43443
O 3.94791 -0.68449 -1.98296
H -2.60094 1.25863 1.64205
H 3.46840 1.46300 1.18739
H -0.16924 2.72359 3.42827
H 2.61190 0.24495 0.73773
H 3.31836 -1.01111 -1.28075
C 0.51629 -2.58104 -2.38388
N -2.15242 0.48277 2.28108
H 1.31935 -2.78857 -3.09600
H -2.94517 -3.81159 -1.19265
H -2.45186 -4.01873 0.19283
O -2.59053 0.33464 -2.33040
H 0.60012 -2.64458 0.27972
O -0.50676 2.12330 -2.41795
O 2.02740 1.66634 -2.02737
H 0.24728 0.10056 0.74910
H -3.04083 0.82526 -2.91113
H -0.12580 3.42234 -0.56752
H -0.34522 -2.33649 -3.00281
H 3.41166 -0.07044 -2.54991
H 1.46508 -0.88314 -1.21555
H -1.26818 -1.93427 -0.57898
N -0.36829 -1.51719 -0.33515
O 3.03035 1.04863 0.42214
O 1.38567 -3.23244 0.64460
H 0.39448 -3.28496 -1.58668
H -0.22410 -0.52925 -2.16536
H -0.95445 0.00877 3.94675
C -0.78230 -0.33228 0.42540
C 0.43970 -1.17657 -1.59323
C -1.32814 0.98648 3.40325
O 0.34600 3.86059 0.17516
H 2.17385 -0.90229 2.78979
O -2.29911 2.51317 -0.45477
H -1.74253 2.38406 -1.26489
H -0.39285 4.17060 0.76525
H 2.27866 1.61397 -0.92822
H 1.10435 -3.94602 1.27559
C -0.01418 1.71041 3.07966
H 0.46660 1.57605 2.15771
H 2.50055 2.52109 -2.33075
H -2.54763 0.96547 -1.49187
H 2.19131 -1.96309 1.59812
C -1.61658 -0.76025 1.60037
O 2.61091 -1.15737 1.87601
H -2.71954 3.39144 -0.63151
*
```

Output
largest force on an atom: 6.580 eV/Å
SMILES string: CCNCCNCC.O.O.O.O.O.O.O.O.O.O
ΔE to the lowest compared entry with this formula, charge and spin: 533.1 kJ/mol


Entry 6:
Below is a 11-piece molecular cluster, C6H36N2O10 overall, with properties calculated with the ωB97M-V functional and the def2-TZVPD basis.

The geometry in ORCA input format:
```
! wB97M-V def2-TZVPD RIJCOSX def2/J DEFGRID3
* xyz 0 1
H 3.54416 2.30912 1.55178
H 1.07620 0.82512 0.62128
H -3.87094 -0.02411 -2.22835
H -0.74513 1.99175 -3.73010
O -2.54938 -0.58711 2.51068
H 2.62803 -1.57142 0.62234
H 1.41370 3.55922 0.27826
H -1.10338 -2.82965 -2.58243
C -1.04592 0.28756 -0.24100
H -1.92002 -3.02587 -0.32112
H 1.44192 2.05147 4.39492
O -1.18709 1.67256 3.12070
O 0.46266 3.69303 0.30288
C -3.09875 -0.44494 -1.57365
C 2.64925 0.47243 -0.76551
H 0.49209 1.59918 -3.06291
H 2.90480 -0.32173 -1.47933
H 0.99465 -3.68268 -1.09981
H 1.72210 1.56830 2.95800
H 0.00464 -0.89912 -1.38024
H -2.56414 -1.15688 -2.19483
C 1.57444 -1.28397 0.67747
H -3.59840 -0.73601 -0.65063
O 2.76100 2.85703 1.66120
O 0.05900 2.40392 -3.38651
O -1.06220 -3.20081 -0.76024
O 1.54122 -3.94583 -1.84559
H 1.11173 -3.48226 -2.57526
H 2.47711 2.47564 -0.56103
H -0.66706 -2.89766 0.09912
N 0.22892 0.02363 -1.02415
H 1.26072 -1.35051 1.71991
H -1.43906 -1.96520 2.35301
H -1.30005 -0.65258 0.25411
N 2.70917 1.82206 -1.28157
H -3.09810 -0.67284 3.29622
H -0.97892 2.34631 2.46034
H 0.04157 3.24381 -0.43814
C -2.17366 0.75101 -1.11916
H -2.88839 1.44436 -0.65852
O -1.35895 -2.82160 -3.51540
H -0.30024 1.37053 3.43794
C 1.36918 0.03546 -0.07442
H 2.18172 2.00415 -2.12024
H -0.92968 -3.38347 2.78920
H 2.97107 3.76829 1.87921
O -0.70474 -2.61486 2.25742
H 1.08097 -2.17250 0.29777
H -1.85040 1.23105 -2.04286
H -2.24640 -3.15281 -3.65410
H -0.75114 1.01437 0.51133
H -2.16373 0.32009 2.52674
O 1.41383 1.27284 3.82704
H 3.48003 0.46213 -0.04179
*
```

Output
largest force on an atom: 2.740 eV/Å
SMILES string: CCCN[C@@H](C)CN.O.O.O.O.O.O.O.O.O.O
ΔE to the lowest compared entry with this formula, charge and spin: 232.5 kJ/mol


Entry 7:
Below is a 12-piece molecular cluster, C6H37NO11 overall, with properties calculated with the ωB97M-V functional and the def2-TZVPD basis.

The geometry in ORCA input format:
```
! wB97M-V def2-TZVPD RIJCOSX def2/J DEFGRID3
* xyz 0 1
H 2.61618 -1.15721 0.32473
O -3.07109 2.67280 0.09683
O -0.19762 -2.13278 3.23432
H -1.08558 2.57519 2.90094
H -0.06545 1.84466 3.80077
H 0.99710 -0.14720 -3.92271
H -0.46233 -1.43798 2.72856
H -2.53460 -1.34923 -3.58003
O 3.20125 -1.99239 -1.61428
H -0.74134 -3.13795 -0.58428
O -2.97108 1.14132 -1.67451
O -4.09833 0.54912 1.48444
H 2.34678 2.76566 -1.47566
H -2.18927 2.58112 -0.32128
O 1.64724 -3.71803 -0.18673
H 1.04525 -3.94281 0.51270
H -1.78975 -0.40953 1.52327
H 2.65633 -0.46944 3.35857
O -0.87932 -2.96460 -1.50267
H 2.16814 -0.46144 -3.05804
H 3.92283 -1.64996 -1.82819
N -0.18187 0.98788 1.69570
H 1.22350 2.56152 1.68790
H 2.42204 1.18528 -2.12816
O 2.75566 -1.12736 1.27340
O -2.10264 -0.89348 -2.84038
C -1.31458 0.42408 0.94904
O 2.58933 0.41467 3.34013
O 1.74757 -0.52955 -3.95206
H -0.62532 2.19648 -1.38966
H 1.80384 0.65159 3.86119
H -2.04197 0.72272 -1.75306
H 2.23515 -3.14131 0.31228
H -2.10067 1.14419 0.71206
H 2.83274 -2.76683 -1.92003
H -3.53056 2.73804 -0.72801
C 0.68633 2.06962 0.93978
H 0.10528 1.24693 -2.73153
H -1.98479 -1.54596 -2.23578
H 2.28576 1.06933 0.44662
C -0.70047 1.60207 2.99161
H 2.11691 -0.44860 1.56403
C 0.33214 2.14515 -2.16658
H -3.97934 1.23453 0.72004
H 0.03805 2.74971 0.37674
H 0.33266 3.13518 -2.72181
C 1.40927 1.19743 -0.11167
C 1.72431 1.79214 -1.44508
H -1.36057 0.82098 3.51845
H 0.89301 0.29257 -0.17401
H 0.29028 -1.89765 4.01338
H -3.70824 1.05419 2.27808
H -3.50641 0.62851 -2.28832
H -1.15499 -0.01493 -0.07377
H 0.01268 -2.87602 -1.80648
*
```

Output
largest force on an atom: 10.967 eV/Å
SMILES string: CCCCN(C)C.O.O.O.O.O.O.O.O.O.O.O
ΔE to the lowest compared entry with this formula, charge and spin: 758.2 kJ/mol


Entry 8:
Below is a 13-piece molecular cluster, C6H37O13 overall, with properties calculated with the ωB97M-V functional and the def2-TZVPD basis.

The geometry in ORCA input format:
```
! wB97M-V def2-TZVPD RIJCOSX def2/J DEFGRID3
* xyz -1 1
H 5.14103 -0.59549 0.25616
H -0.75158 -3.59625 0.75899
H -1.83832 0.97881 -2.28331
H -0.35880 -4.06037 -1.45992
H -1.49208 -1.91168 -2.71948
O 4.45958 0.83248 -2.43054
H 2.09999 -2.24229 -1.53629
H -2.56582 -0.84055 -2.45289
H -1.49646 -1.60140 -0.38174
O -2.97783 0.36683 -1.19908
H 0.17430 0.09246 0.19180
C -0.24812 -2.65942 1.00723
H -2.26632 0.63127 -0.12164
H 3.65470 1.33036 -2.25855
C 1.10547 -2.53521 -1.16445
O -0.48045 3.21652 0.50495
H 1.66408 -1.69498 0.75840
O 2.95803 1.32270 0.78272
H -1.33658 0.90342 3.87862
H 2.54479 1.80324 1.53417
H -0.93653 3.68462 -0.21616
O -2.86014 0.70101 3.08656
C 0.66615 -3.85928 -1.78108
H 0.89420 1.96522 -1.89512
H -2.11344 -1.64860 1.21003
C -0.61088 -0.10660 0.92262
H -4.01642 -2.44175 -1.56241
H -0.97461 2.31748 0.60012
H 4.92806 0.71291 -1.57015
H -2.50725 0.81301 2.14958
H -0.22708 -0.05829 1.95284
O -1.16511 1.23314 -2.96716
H 4.55097 0.80266 0.46652
O -0.42390 0.99475 4.25762
H 2.50612 1.70750 -0.00768
H -3.33006 -0.13574 3.03693
H 0.85180 2.75388 -0.54698
H -3.74538 -1.12052 -0.86014
H 0.70442 -3.76835 -2.87046
C -1.18721 -1.50359 0.66199
H 0.80808 3.04450 1.79275
O -2.20786 -1.43967 -3.15821
H -3.72581 0.96767 -1.31493
H -0.09924 -2.74921 2.09720
H 0.92469 2.27801 3.12545
H 1.27333 -4.69744 -1.45004
H -1.22233 0.51656 -3.60634
H -0.25341 0.07237 4.47134
O 1.46322 2.77923 2.48244
H 0.48270 -1.70065 -1.50430
O -1.64707 0.86329 0.80545
C 1.13630 -2.56921 0.36790
H 1.72965 -3.42306 0.74714
O -4.22088 -1.98232 -0.71858
O 5.36205 0.33461 0.15270
O 1.46205 2.43888 -1.25226
*
```

Output
largest force on an atom: 1.105 eV/Å
ΔE to the lowest compared entry with this formula, charge and spin: 0.0 kJ/mol


no.,LUMO energy (eV)
1,0.04
2,-2.26
3,-0.30
4,-2.51
5,0.29
6,-0.07
7,0.26
8,2.70